No. 1
ORCA calculation (ωB97M-V/def2-TZVPD) on a molecular structure, C24H22BeClN4O6 in a non-equilibrium geometry.

ORCA input file:
```
! RIJCOSX wB97M-V def2-TZVPD def2/J DEFGRID3
* xyz 1 1
Be 0.418 -0.364 -1.085
O 0.401 -1.068 -7.749
N -0.589 -0.472 -7.360
O -1.546 -0.208 -8.007
C -0.731 -0.249 -5.881
C -2.003 -0.265 -5.442
C -2.153 -0.261 -4.041
C -3.439 -0.127 -3.404
C -3.512 -0.233 -2.073
C -2.337 -0.380 -1.330
N -1.157 -0.478 -1.857
C -1.081 -0.392 -3.170
C 0.298 -0.287 -3.689
N 1.320 -0.203 -2.816
C 2.583 -0.182 -3.224
C 2.859 -0.225 -4.601
C 1.848 -0.259 -5.462
C 0.493 -0.232 -5.081
H -2.886 -0.383 -6.042
H -4.373 0.174 -3.929
H -4.428 -0.152 -1.498
H -2.425 -0.595 -0.223
H 3.329 -0.185 -2.430
H 3.891 -0.346 -4.930
H 2.045 -0.430 -6.483
C 3.005 -1.561 2.599
N 2.776 -1.318 1.196
C 3.854 -0.774 0.426
C 1.632 -1.639 0.655
O 1.396 -1.513 -0.607
H 3.227 -0.622 3.141
H 3.872 -2.236 2.763
H 2.088 -2.007 3.022
H 4.252 0.094 0.922
H 3.589 -0.479 -0.609
H 4.597 -1.502 0.388
H 0.848 -1.980 1.312
C -3.403 1.655 4.804
C -2.060 1.187 5.130
C -1.641 0.968 6.417
C -0.297 0.639 6.655
Cl 0.273 0.682 8.300
C 0.542 0.349 5.642
C 0.123 0.556 4.340
C -1.136 1.066 4.127
O -1.494 1.491 2.872
C -0.529 1.864 1.889
C -0.269 0.661 0.982
O 0.430 0.874 -0.110
O -0.639 -0.462 1.296
H -4.148 1.174 5.401
H -3.647 1.501 3.812
H -3.444 2.738 4.882
H -2.423 1.031 7.157
H 1.571 0.160 5.891
H 0.724 0.412 3.479
H 0.403 2.112 2.279
H -0.895 2.685 1.351
*
```

Properties
- LUMO energy (Eh) = -0.1493
- Kohn-Sham gap (Ha) = 0.232



No. 2
ORCA calculation (ωB97M-V/def2-TZVPD) on a molecular structure, C24H22Cl2O3S3Se2Ti in a non-equilibrium geometry.

ORCA input file:
```
! RIJCOSX wB97M-V def2-TZVPD def2/J DEFGRID3
* xyz 2 1
Ti 0.148 -0.302 0.028
C -3.200 -2.098 -1.091
Se -2.022 -1.751 0.419
C -3.026 -0.319 1.321
C -3.185 0.943 0.498
Se -1.448 1.751 -0.027
C -1.811 1.930 -1.930
H -4.152 -2.442 -0.696
H -2.734 -2.900 -1.661
H -3.335 -1.228 -1.726
H -2.473 -0.134 2.242
H -4.004 -0.717 1.591
H -3.708 1.698 1.084
H -3.744 0.780 -0.420
H -2.642 2.620 -2.052
H -2.039 0.955 -2.347
H -0.921 2.342 -2.398
Cl 3.607 0.461 6.333
C 2.655 0.092 4.957
C 1.694 -0.925 5.040
C 0.928 -1.257 3.942
Cl -0.257 -2.502 4.003
C 1.092 -0.573 2.732
O 0.358 -0.886 1.674
C 2.038 0.479 2.663
C 2.139 1.249 1.471
O 1.398 1.120 0.460
C 2.827 0.790 3.786
H 1.551 -1.456 5.972
H 2.889 2.041 1.439
H 3.557 1.587 3.728
O 0.070 -0.462 -1.644
C 1.108 -1.218 -2.310
C 0.719 -2.687 -2.186
C 0.467 -3.397 -1.037
C 0.009 -4.715 -1.288
C -0.078 -4.976 -2.621
S 0.393 -3.641 -3.575
C 1.173 -0.806 -3.760
C 0.156 -0.254 -4.483
C 0.492 -0.061 -5.847
C 1.754 -0.475 -6.130
S 2.558 -1.090 -4.751
C 2.393 -0.875 -1.560
C 3.254 0.153 -1.814
C 4.311 0.242 -0.874
C 4.232 -0.709 0.096
S 2.900 -1.760 -0.142
H 0.654 -3.044 -0.028
H -0.225 -5.428 -0.511
H -0.371 -5.896 -3.103
H -0.808 -0.022 -4.056
H -0.185 0.359 -6.577
H 2.267 -0.454 -7.079
H 3.147 0.830 -2.650
H 5.105 0.973 -0.933
H 4.914 -0.906 0.910
*
```

Properties
- LUMO energy (Eh) = -0.2842
- energy relative to the best compared isomer or geometry (same formula, charge and spin) (kJ/mol) = 51.04
- Kohn-Sham gap (Ha) = 0.226



No. 3
ORCA calculation (ωB97M-V/def2-TZVPD) on a molecular structure, C24H22Cl4IrN4O5 in a non-equilibrium geometry.

ORCA input file:
```
! RIJCOSX wB97M-V def2-TZVPD def2/J DEFGRID3
* xyz 2 6
Ir 0.109 -0.002 0.001
O 5.650 -5.414 0.063
C 6.004 -4.151 -0.105
O 7.140 -3.818 -0.306
C 4.932 -3.099 -0.078
C 3.599 -3.335 -0.434
C 2.687 -2.308 -0.414
C 3.066 -0.986 -0.074
C 4.418 -0.777 0.310
C 5.326 -1.802 0.269
N 2.159 0.025 -0.160
C 2.604 1.315 -0.212
C 1.692 2.354 -0.110
C 2.031 3.733 -0.113
C 1.044 4.679 -0.078
C -0.295 4.262 -0.036
C -0.578 2.911 0.000
N 0.369 1.980 -0.030
H 4.717 -5.556 0.269
H 3.285 -4.322 -0.746
H 1.661 -2.490 -0.690
H 4.752 0.192 0.638
H 6.363 -1.632 0.516
H 3.645 1.522 -0.408
H 3.072 4.005 -0.136
H 1.283 5.730 -0.077
H -1.094 4.981 -0.027
H -1.603 2.565 0.044
Cl -3.359 0.134 6.142
C -2.946 0.122 4.495
C -3.953 0.262 3.516
Cl -5.577 0.404 3.999
C -3.616 0.300 2.158
Cl -4.837 0.496 0.982
C -2.270 0.197 1.735
O -1.926 0.244 0.510
C -1.219 0.020 2.749
O -0.027 -0.086 2.358
C -1.605 -0.019 4.119
Cl -0.395 -0.207 5.297
C -3.767 -3.286 -0.791
N -2.551 -2.554 -1.059
C -2.742 -1.368 -1.859
C -1.360 -2.855 -0.518
O -0.412 -2.033 -0.424
N -1.146 -4.117 -0.050
C -0.078 -4.327 0.899
C -1.573 -5.309 -0.748
H -4.514 -2.570 -0.444
H -3.621 -4.028 -0.014
H -4.152 -3.768 -1.692
H -2.976 -1.652 -2.888
H -1.841 -0.755 -1.858
H -3.568 -0.785 -1.451
H 0.076 -3.420 1.479
H 0.856 -4.595 0.400
H -0.360 -5.146 1.560
H -2.118 -5.062 -1.653
H -2.193 -5.937 -0.108
H -0.690 -5.889 -1.028
*
```

Properties
- LUMO energy (spin up / spin down) (Eh) = -0.2122 / -0.3577
- energy relative to the best compared isomer or geometry (same formula, charge and spin) (kJ/mol) = 29.31
- Kohn-Sham gap (spin up / spin down) (Ha) = 0.242 / 0.169



No. 4
ORCA calculation (ωB97M-V/def2-TZVPD) on a molecular structure, C24H22F12NO4PS2Ti in a non-equilibrium geometry.

ORCA input file:
```
! RIJCOSX wB97M-V def2-TZVPD def2/J DEFGRID3
* xyz -2 1
Ti -1.052 0.056 -0.469
C 2.563 -2.624 4.473
C 2.001 -2.113 3.263
C 1.687 -2.944 2.181
C 1.433 -2.373 0.869
C 1.170 -1.048 0.751
N 0.794 -0.307 -0.666
C 1.826 -0.136 -1.533
C 3.340 -0.519 -1.492
C 4.065 -0.227 -2.656
C 3.731 0.572 -3.577
C 4.588 0.732 -4.823
C 2.341 1.041 -3.615
C 1.278 0.375 -2.853
C -0.041 1.054 -3.030
O -0.993 0.469 -2.243
C 0.178 2.561 -2.750
F 0.532 3.227 -3.928
F -1.009 3.097 -2.404
F 1.074 2.704 -1.770
C -0.669 0.976 -4.478
F -0.034 0.186 -5.288
F -0.826 2.053 -5.248
F -1.962 0.562 -4.374
C 0.885 -0.285 1.898
C 1.366 -0.808 3.117
C 0.425 1.119 1.853
O -0.387 1.418 0.707
C -0.239 1.568 3.139
F -1.111 0.526 3.437
F -1.001 2.693 3.122
F 0.437 1.737 4.282
C 1.617 2.014 1.428
F 1.210 3.222 0.899
F 2.367 2.384 2.460
F 2.470 1.563 0.519
H 2.997 -1.811 4.916
H 3.349 -3.265 4.485
H 2.025 -2.931 5.334
H 1.877 -3.924 2.293
H 1.516 -2.850 -0.128
H 3.803 -1.209 -0.927
H 4.906 -0.917 -2.481
H 5.468 0.491 -4.590
H 4.486 1.728 -5.478
H 4.367 -0.161 -5.588
H 2.540 1.607 -4.473
H 1.117 -0.401 4.043
C -3.516 0.723 5.473
C -2.819 0.718 6.675
O -3.931 -3.423 1.049
P -3.470 -2.136 0.322
S -1.941 -2.245 -0.976
S -2.661 -0.593 1.461
O -4.773 -1.555 -0.367
C -4.659 -0.720 -1.513
C -5.712 0.445 -1.437
H -0.354 -4.885 -4.775
H -4.200 1.410 4.974
H -3.172 0.041 4.675
H -2.420 -0.436 6.703
H -2.777 1.524 7.546
H -4.860 -1.350 -2.387
H -3.723 -0.405 -1.557
H -5.847 0.683 -2.492
H -5.152 1.260 -0.963
H -6.520 0.065 -1.018
*
```

Properties
- LUMO energy (spin up / spin down) (Eh) = 0.1448 / 0.1285
- Kohn-Sham gap (spin up / spin down) (Ha) = 0.147 / 0.086